Record 1
A structure of composition F8N4O16PtS8. Source: the Open Molecules 2025 dataset; level of theory: the ωB97M-V functional and the def2-TZVPD basis.

Net charge: -2
2S+1: 3
HOMO energy (spin up / spin down): -5.31 / -5.17 eV
HOMO-LUMO gap (spin up / spin down): 9.6496 / 7.0415 eV
LUMO level (spin up / spin down): 4.34 / 1.87 eV

Structure (XYZ):
```
37
Properties=species:S:1:pos:R:3:forces:R:3
Pt -0.078 -0.316 -0.559 -0.512 -0.307 0.002
N -1.022 -2.148 -0.064 0.382 -2.999 0.612
S -2.367 -2.936 -0.462 -4.102 2.772 -1.671
O -3.272 -3.000 0.629 0.103 -0.801 0.346
O -2.277 -3.990 -1.413 0.712 -0.317 0.413
F -3.020 -1.747 -1.307 0.662 -0.175 -0.095
S -0.246 -3.467 0.687 2.501 1.475 1.141
O 0.474 -4.294 -0.201 -0.197 -0.349 -0.495
O -0.963 -4.031 1.771 -0.552 -0.061 -0.198
F 0.857 -2.593 1.381 -0.029 0.143 -0.161
N -1.390 1.353 -0.853 -0.630 1.799 -1.651
S -1.414 2.471 -2.117 1.440 -1.747 -0.547
O -0.748 3.664 -1.786 0.446 0.416 0.025
O -2.632 2.490 -2.833 -0.684 0.157 -0.034
F -0.467 1.600 -3.026 0.273 0.371 -0.015
S -2.726 1.754 -0.083 -2.092 -1.324 3.352
O -3.921 1.123 -0.521 0.156 -0.269 -0.545
O -2.829 3.117 0.305 0.606 0.342 -0.478
F -2.378 0.965 1.257 0.163 0.175 -0.362
N 0.067 1.116 3.385 1.372 -0.380 -0.338
S 1.348 0.669 2.554 -0.800 -2.131 0.739
O 2.609 1.266 2.774 0.079 0.725 -0.127
O 0.987 0.325 1.199 0.929 0.592 0.383
F 1.498 -0.747 3.221 -0.008 -0.168 -0.083
S 0.151 2.668 3.517 -1.123 3.145 0.252
O 0.084 3.342 2.256 0.196 -0.215 -0.076
O 1.044 3.207 4.493 0.153 -0.505 0.159
F -1.274 2.950 4.166 0.070 -0.580 -0.051
N 1.675 -0.461 -1.710 2.517 -1.329 -1.577
S 2.713 -1.784 -1.942 -2.732 -2.106 0.743
O 3.315 -2.151 -0.726 0.568 -0.084 0.652
O 3.395 -1.876 -3.174 0.573 0.964 -0.552
F 1.546 -2.817 -2.158 -0.130 0.140 0.159
S 2.681 0.687 -2.175 0.211 4.187 0.634
O 2.626 1.080 -3.535 -0.529 -0.400 -0.387
O 3.969 0.634 -1.573 0.294 -0.824 0.124
F 1.987 1.875 -1.376 -0.283 -0.333 -0.290
```
Forces are in eV/Å.

From a Löwdin analysis of the wavefunction, the atomic charges in e read: number 1, Pt, carries 1.299; number 2, N, carries -0.430; number 3, S, carries 0.463; number 4, O, carries -0.252; number 5, O, carries -0.246; number 6, F, carries -0.196; number 7, S, carries 0.504; number 8, O, carries -0.242; number 9, O, carries -0.232; number 10, F, carries -0.174; number 11, N, carries -0.428; number 12, S, carries 0.509; number 13, O, carries -0.218; number 14, O, carries -0.244; number 15, F, carries -0.183; number 16, S, carries 0.450; number 17, O, carries -0.258; number 18, O, carries -0.240; number 19, F, carries -0.187; number 20, N, carries -0.276; number 21, S, carries 0.512; number 22, O, carries -0.227; number 23, O, carries -0.430; number 24, F, carries -0.164; number 25, S, carries 0.449; number 26, O, carries -0.279; number 27, O, carries -0.291; number 28, F, carries -0.187; number 29, N, carries -0.441; number 30, S, carries 0.508; number 31, O, carries -0.227; number 32, O, carries -0.233; number 33, F, carries -0.175; number 34, S, carries 0.448; number 35, O, carries -0.247; number 36, O, carries -0.254; number 37, F, carries -0.182

***

Record 2
A structure of composition FFeH10O5. Source: the Open Molecules 2025 dataset; level of theory: the ωB97M-V functional and the def2-TZVPD basis.

2S+1: 6
HOMO energy (spin up / spin down): -7.96 / -10.64 eV
HOMO-LUMO gap (spin up / spin down): 7.7767 / 9.3553 eV
LUMO level (spin up / spin down): -0.18 / -1.29 eV

Structure (XYZ):
```
17
Properties=species:S:1:pos:R:3:forces:R:3
Fe 0.634 -0.032 2.509 -0.279 -0.252 -1.587
F 0.208 -0.441 0.535 0.271 0.688 1.564
O 0.027 -3.034 -0.083 0.026 -0.720 -0.034
H 0.079 -2.122 0.202 0.190 0.509 0.111
H -0.150 -2.983 -1.022 -0.056 -0.106 -0.182
O 1.742 0.619 -1.577 0.378 0.419 -0.290
H 1.203 0.126 -2.195 -0.051 -0.137 -0.130
H 1.342 0.453 -0.724 -0.277 -0.354 0.426
O 2.022 1.579 1.778 -0.210 -0.122 0.154
H 2.924 1.555 1.459 0.382 -0.323 -0.204
H 1.808 2.511 1.825 -0.309 0.361 0.040
O -2.693 -1.187 0.079 -0.331 -0.207 0.032
H -3.039 -0.701 -0.669 -0.163 0.151 -0.061
H -1.743 -1.100 0.004 0.370 0.065 0.148
O -1.593 1.863 -0.469 -0.154 0.330 0.108
H -0.826 1.306 -0.336 0.288 -0.349 0.114
H -1.943 1.590 -1.317 -0.076 0.047 -0.210
```
Forces are in eV/Å.

From a Löwdin analysis of the wavefunction, the atomic charges in e read: number 1, Fe, carries 0.835; number 2, F, carries -0.558; number 3, O, carries -0.071; number 4, H, carries -0.055; number 5, H, carries 0.028; number 6, O, carries -0.065; number 7, H, carries 0.029; number 8, H, carries -0.040; number 9, O, carries -0.141; number 10, H, carries 0.076; number 11, H, carries 0.071; number 12, O, carries -0.055; number 13, H, carries 0.023; number 14, H, carries -0.030; number 15, O, carries -0.054; number 16, H, carries -0.022; number 17, H, carries 0.031

***

Record 3
A structure of composition FFeH16O8. Source: the Open Molecules 2025 dataset; level of theory: the ωB97M-V functional and the def2-TZVPD basis.

Net charge: +1
2S+1: 5
HOMO energy (spin up / spin down): -13.48 / -13.47 eV
HOMO-LUMO gap (spin up / spin down): 8.2829 / 7.5533 eV
LUMO level (spin up / spin down): -5.19 / -5.92 eV

Structure (XYZ):
```
26
Properties=species:S:1:pos:R:3:forces:R:3
Fe 0.260 -2.210 0.253 -0.783 2.568 -1.139
F 0.291 -0.185 -0.118 -0.153 -2.081 0.283
O -0.102 2.515 -0.366 0.036 0.394 0.064
H -0.502 2.613 -1.230 -0.114 0.309 -0.226
H -0.169 1.580 -0.175 0.153 -0.509 0.121
O 0.097 -2.372 -1.859 0.406 -1.459 0.868
H -0.004 -1.657 -2.487 0.020 1.253 -0.687
H 0.352 -3.125 -2.391 0.189 -0.395 -0.163
O -2.073 1.772 1.647 -0.403 -0.288 0.359
H -1.487 2.332 1.138 0.307 0.412 -0.181
H -2.091 0.944 1.167 -0.016 -0.117 -0.044
O -2.000 -2.173 -0.137 0.437 0.046 0.562
H -2.829 -2.626 -0.291 -0.214 -0.494 0.032
H -2.143 -1.289 -0.476 0.004 0.491 -0.156
O -0.106 -1.990 2.226 -0.047 -0.523 -0.199
H 0.358 -1.737 3.024 0.685 0.344 0.262
H -0.939 -2.345 2.536 -0.614 -0.039 0.079
O 0.411 0.046 -2.948 -0.190 -0.551 -0.234
H 0.307 0.004 -1.997 0.321 0.525 0.832
H 0.009 0.878 -3.197 -0.075 0.183 -0.364
O 2.807 1.220 -0.236 0.388 -0.285 0.028
H 1.936 0.833 -0.324 -0.251 -0.030 -0.204
H 2.641 2.146 -0.058 -0.009 0.299 -0.156
O 1.577 1.536 2.475 -0.320 -0.244 0.485
H 1.927 2.342 2.096 0.107 0.176 0.014
H 1.473 0.946 1.728 0.136 0.015 -0.234
```
Forces are in eV/Å.

From a Löwdin analysis of the wavefunction, the atomic charges in e read: number 1, Fe, carries 1.131; number 2, F, carries -0.432; number 3, O, carries -0.034; number 4, H, carries 0.054; number 5, H, carries -0.030; number 6, O, carries -0.052; number 7, H, carries 0.034; number 8, H, carries 0.101; number 9, O, carries -0.040; number 10, H, carries 0.001; number 11, H, carries -0.003; number 12, O, carries -0.031; number 13, H, carries 0.095; number 14, H, carries 0.069; number 15, O, carries -0.015; number 16, H, carries 0.116; number 17, H, carries 0.098; number 18, O, carries -0.024; number 19, H, carries -0.020; number 20, H, carries 0.067; number 21, O, carries -0.045; number 22, H, carries -0.039; number 23, H, carries 0.035; number 24, O, carries -0.046; number 25, H, carries 0.035; number 26, H, carries -0.024

***

Record 4
A structure of composition FH16O8V. Source: the Open Molecules 2025 dataset; level of theory: the ωB97M-V functional and the def2-TZVPD basis.

Net charge: +1
2S+1: 4
HOMO energy (spin up / spin down): -10.96 / -13.01 eV
HOMO-LUMO gap (spin up / spin down): 7.4388 / 9.4852 eV
LUMO level (spin up / spin down): -3.52 / -3.53 eV

Structure (XYZ):
```
26
Properties=species:S:1:pos:R:3:forces:R:3
V -7.390 2.505 19.113 1.945 -0.061 -1.097
F -6.404 2.758 17.249 -0.817 -0.162 1.459
O -6.083 0.630 19.222 -0.127 -0.896 -0.274
H -5.586 0.308 18.459 0.077 0.487 -0.330
H -6.136 -0.154 19.780 -0.133 0.164 0.321
O -8.593 0.814 17.993 -0.139 0.340 -0.176
H -9.471 0.472 17.901 -1.098 0.080 -0.591
H -8.176 0.040 18.321 1.295 -1.140 0.411
O -5.311 3.114 19.805 0.317 0.349 -0.026
H -5.079 3.583 20.609 -0.185 0.183 0.299
H -4.632 3.413 19.180 -0.464 -0.207 -0.345
O -9.742 1.974 20.098 0.724 1.237 1.599
H -10.426 2.532 20.469 -0.131 0.373 0.358
H -10.213 1.458 19.495 -0.942 -1.531 -1.387
O -8.076 4.333 20.042 -0.492 0.278 1.379
H -8.366 4.342 20.977 0.408 -0.085 -0.712
H -8.478 5.126 19.680 0.157 0.230 -0.723
O -9.239 3.376 17.577 0.810 0.703 0.171
H -9.025 3.418 16.637 -0.104 -0.253 0.096
H -10.109 3.029 17.704 -0.827 -0.157 -0.356
O -6.911 5.342 17.296 -0.076 1.039 0.556
H -6.721 4.392 17.287 -0.036 -0.583 -0.564
H -7.760 5.529 16.887 0.181 -0.295 -0.086
O -7.221 1.877 21.440 0.455 -0.230 -1.023
H -6.467 1.739 22.015 0.266 -0.006 0.066
H -7.927 2.187 21.974 -1.067 0.143 0.977
```
Forces are in eV/Å.

From a Löwdin analysis of the wavefunction, the atomic charges in e read: number 1, V, carries 0.934; number 2, F, carries -0.493; number 3, O, carries -0.065; number 4, H, carries 0.100; number 5, H, carries 0.089; number 6, O, carries -0.046; number 7, H, carries 0.068; number 8, H, carries 0.048; number 9, O, carries -0.068; number 10, H, carries 0.078; number 11, H, carries 0.102; number 12, O, carries -0.027; number 13, H, carries 0.082; number 14, H, carries 0.014; number 15, O, carries -0.075; number 16, H, carries 0.094; number 17, H, carries 0.089; number 18, O, carries -0.057; number 19, H, carries 0.084; number 20, H, carries 0.040; number 21, O, carries -0.074; number 22, H, carries -0.048; number 23, H, carries 0.023; number 24, O, carries -0.029; number 25, H, carries 0.089; number 26, H, carries 0.046

***

Record 5
A structure of composition FH2N2O. Source: the Open Molecules 2025 dataset; level of theory: the ωB97M-V functional and the def2-TZVPD basis.

Net charge: -1
2S+1: 3
HOMO energy (spin up / spin down): -1.70 / -4.26 eV
HOMO-LUMO gap (spin up / spin down): 6.6155 / 7.2939 eV
LUMO level (spin up / spin down): 4.91 / 3.03 eV

Structure (XYZ):
```
6
Properties=species:S:1:pos:R:3:forces:R:3
N 0.701 -0.102 0.539 -1.088 -3.261 -1.170
N -2.562 -0.516 0.052 0.666 -0.401 -1.165
O -2.517 -0.264 -1.140 -0.051 -0.112 0.886
F -3.702 0.449 0.750 -0.539 0.500 0.242
H 0.547 0.816 0.198 -0.500 1.329 -0.622
H 0.060 -0.739 -0.130 1.512 1.945 1.829
```
Forces are in eV/Å.

From a Löwdin analysis of the wavefunction, the atomic charges in e read: number 1, N, carries 0.035; number 2, N, carries -0.216; number 3, O, carries -0.282; number 4, F, carries -0.460; number 5, H, carries -0.084; number 6, H, carries 0.008

***

Record 6
A cluster of 2 separate species, FH2O2P in total. Source: the Open Molecules 2025 dataset; level of theory: the ωB97M-V functional and the def2-TZVPD basis.

SMILES string: O=PO.F
HOMO energy: -11.37 eV
HOMO-LUMO gap: 11.0315 eV
LUMO level: -0.34 eV

Structure (XYZ):
```
6
Properties=species:S:1:pos:R:3:forces:R:3
O -0.578 -0.849 0.107 3.531 -2.659 0.176
O -1.599 1.334 -0.087 -1.519 -0.307 0.127
F 2.829 -0.769 0.094 -3.033 -1.534 -0.903
P -1.873 -0.275 0.079 -1.993 3.463 -0.336
H 1.955 -1.202 -0.152 2.856 1.585 0.946
H -0.733 1.761 -0.041 0.158 -0.549 -0.009
```
Forces are in eV/Å.

From a Löwdin analysis of the wavefunction, the atomic charges in e read: number 1, O, carries -0.456; number 2, O, carries -0.336; number 3, F, carries -0.159; number 4, P, carries 0.768; number 5, H, carries 0.126; number 6, H, carries 0.058

***

no.,strongest force on any atom (eV/A),energy (eV)
1,5.225,-150386.5814
2,1.731,-47503.0880
3,2.916,-53738.3817
4,2.271,-45040.7831
5,3.632,-7773.6586
6,4.424,-16134.5183